A structure of composition C12H23Cl10MgO2 in a non-equilibrium geometry. Source: OMol25; level of theory: ωB97M-V/def2-TZVPD.

- max |F| (eV Å⁻¹) = 15.12
- gap between HOMO and LUMO (eV) = 3.339
- energy (eV) = -147570.8567
- relative energy (zero: lowest compared OMol25 entry of this formula, charge and spin) (kJ/mol) = 586.3

```
! wB97M-V def2-TZVPD RIJCOSX def2/J DEFGRID3
* xyz 1 1
Mg -2.84775 -2.03609 -3.18321
C 0.03266 -0.54550 -1.12135
C -1.11268 -1.10821 -1.89620
O -1.07841 -1.19115 -3.16836
O -2.18534 -1.54127 -1.35421
H 0.58133 0.18386 -1.70775
H 0.63468 -1.32110 -0.66160
H -0.46108 0.09279 -0.37917
Cl -0.98318 1.61773 1.47139
C -0.44025 2.94232 2.57588
C -1.49167 3.39021 3.58748
Cl -2.72183 4.36832 2.75489
H -0.06998 3.75206 1.95082
H 0.46193 2.51060 3.00759
H -0.99412 3.90821 4.40476
H -1.93082 2.50023 4.03554
Cl -2.74444 -2.24029 1.90919
C -1.17592 -1.74558 1.20351
C -0.12537 -1.45642 2.25935
Cl 0.42011 -3.01495 2.99906
H -1.37459 -0.87517 0.58120
H -0.79258 -2.48913 0.50520
H -0.55940 -0.81486 3.01956
H 0.73826 -0.99340 1.78634
Cl 3.16772 -2.20283 4.62863
C 2.74811 -3.04900 3.15003
C 3.40393 -2.40366 1.91900
Cl 2.53576 -0.89476 1.42691
H 1.66023 -3.06987 3.08439
H 3.01087 -4.10741 3.17024
H 3.27436 -3.05614 1.06138
H 4.43710 -2.19793 2.17804
Cl 3.71180 -1.15784 -6.31899
C 3.48009 0.09057 -5.08403
C 2.27202 -0.19827 -4.19478
Cl 2.66550 -1.34372 -2.87989
H 3.26577 1.04820 -5.55538
H 4.40536 0.11880 -4.51778
H 1.42553 -0.54195 -4.78493
H 1.94251 0.73582 -3.73866
Cl -4.71919 3.53745 -0.05311
C -3.19815 3.02350 -0.83374
C -3.30739 1.52913 -1.15257
Cl -4.50383 1.21596 -2.44076
H -2.33332 3.21125 -0.20395
H -3.16583 3.62188 -1.74124
H -3.62781 1.03194 -0.24019
H -2.33070 1.16563 -1.45852
*
```

---

A cluster of 6 separate species, C12H23Cl12NO in total in a non-equilibrium geometry. Source: OMol25; level of theory: ωB97M-V/def2-TZVPD.

- max |F| (eV Å⁻¹) = 3.63
- SMILES string = ClC(Cl)(Cl)Cl.CN(C)C=O.ClCCCl.ClCCCl.ClCCCl.ClCCCl
- gap between HOMO and LUMO (eV) = 9.003
- energy (eV) = -166623.3018
- relative energy (zero: lowest compared OMol25 entry of this formula, charge and spin) (kJ/mol) = 28.1

```
! wB97M-V def2-TZVPD RIJCOSX def2/J DEFGRID3
* xyz 0 1
Cl 12.63996 2.20588 -0.60162
C 14.21009 3.05466 -0.54877
C 14.83655 3.19885 -1.91801
Cl 13.90920 4.39832 -2.93312
H 14.86454 2.54799 0.16050
H 14.08930 4.00720 -0.03285
H 14.94434 2.23923 -2.42359
H 15.77411 3.73269 -1.76282
Cl 12.87665 5.47586 1.92840
C 13.70123 5.93266 3.46962
C 13.19817 5.11374 4.64867
Cl 13.94507 5.79748 6.08011
H 13.31564 6.93605 3.65029
H 14.78336 5.81474 3.41313
H 13.44893 4.06652 4.47972
H 12.11475 5.19847 4.73307
Cl 15.50696 -3.08522 1.56118
C 17.12289 -3.47284 0.81604
C 18.15638 -2.33799 0.94408
Cl 19.75546 -2.91869 0.40066
H 16.93844 -3.72116 -0.22914
H 17.48410 -4.33168 1.38175
H 18.25587 -1.84585 1.91156
H 17.87011 -1.44929 0.38164
Cl 18.06100 -4.91070 6.74350
C 18.47402 -3.80715 5.34904
C 19.95546 -3.89666 4.88055
Cl 20.29692 -2.74038 3.50878
H 18.26702 -2.78289 5.65912
H 17.71893 -3.96912 4.57983
H 20.25029 -4.87514 4.50143
H 20.63977 -3.65286 5.69319
C 10.17398 -2.22582 -0.24896
O 10.59677 -1.34617 -1.04873
N 10.79495 -2.53767 0.87811
C 10.16963 -3.48809 1.84658
C 12.18569 -2.04759 1.27952
H 9.25771 -2.82505 -0.36540
H 9.53947 -4.17979 1.28751
H 9.70432 -3.02548 2.71697
H 11.00288 -4.09601 2.19903
H 12.13466 -1.52245 2.23333
H 12.82085 -2.92462 1.40393
H 12.57839 -1.35361 0.53637
C 15.36523 0.11319 3.71927
Cl 13.96139 -0.89982 4.14077
Cl 15.27253 1.77249 4.45341
Cl 16.92808 -0.64240 4.14375
Cl 15.37929 0.38357 2.01518
*
```

---

A cluster of 2 separate species, C12H23Cl3N3O3 in total in a non-equilibrium geometry. Source: OMol25; level of theory: ωB97M-V/def2-TZVPD.

- max |F| (eV Å⁻¹) = 2.26
- gap between HOMO and LUMO (eV) = 9.911
- energy (eV) = -60989.4142

```
! wB97M-V def2-TZVPD RIJCOSX def2/J DEFGRID3
* xyz 1 1
C -0.38522 3.36955 0.69166
C -1.62623 2.79392 0.00157
O -1.88300 1.41172 0.26419
C -0.94930 0.48451 -0.18818
C -0.20468 -0.10695 0.99516
C 0.74241 -1.27584 0.69725
O 2.10004 -0.95987 1.02366
C 2.67817 -0.13493 0.09672
O 2.40020 1.06146 0.01625
C 3.69483 -0.80031 -0.79296
C 4.34394 0.14980 -1.78170
C -0.13227 0.83838 -1.41679
N -1.22470 0.79311 -2.44813
C -1.80130 -0.40895 -2.14408
N -2.25378 -1.19578 -3.09910
Cl -2.89914 -2.72669 -2.81136
N -1.78235 -0.63659 -0.81768
C -3.04777 -0.95134 -0.14217
H -0.62593 4.35795 1.06011
H -0.03677 2.73699 1.49440
H 0.41408 3.50798 -0.02995
H -1.63394 3.00456 -1.06424
H -2.49172 3.30790 0.40091
H 0.39587 0.66369 1.46046
H -0.94608 -0.39010 1.73882
H 0.67475 -1.65748 -0.31923
H 0.48195 -2.09975 1.34618
H 3.25444 -1.65924 -1.29360
H 4.46285 -1.19904 -0.13289
H 4.57444 1.10508 -1.33005
H 3.74339 0.31690 -2.66808
H 5.28829 -0.27983 -2.09850
H 0.48599 1.72011 -1.40013
H 0.47894 -0.03616 -1.61610
H -0.83398 0.85687 -3.38279
H -2.22831 -0.90852 -4.06248
H -2.88115 -1.07271 0.91756
H -3.79161 -0.18235 -0.30635
H -3.46053 -1.88375 -0.49812
C -0.52058 -2.49263 4.76380
Cl -0.81473 -1.12293 5.82903
Cl -1.50477 -2.39572 3.28602
H 0.52439 -2.49621 4.47782
H -0.77914 -3.40678 5.28310
*
```

---

The molecule C12H23N3O3S in a non-equilibrium geometry. Source: OMol25; level of theory: ωB97M-V/def2-TZVPD.

- max |F| (eV Å⁻¹) = 2.51
- SMILES string = CNC(=O)[C@@H](CC(C)C)NC(=O)[C@H](CS)NC(C)=O
- gap between HOMO and LUMO (eV) = 9.662
- energy (eV) = -34266.6702
- relative energy (zero: lowest compared OMol25 entry of this formula, charge and spin) (kJ/mol) = 19.4

```
! wB97M-V def2-TZVPD RIJCOSX def2/J DEFGRID3
* xyz 0 1
O 0.54619 -2.01297 -2.34660
O 1.70678 1.04508 0.63779
O -1.93366 -0.81514 2.59829
S 4.20383 -0.01020 -3.22047
C 1.59714 -2.49440 -1.97761
C 1.46666 0.10955 -0.11411
C -0.99345 -0.22941 2.06502
N 0.05251 0.20396 2.75587
N 2.57663 -1.81421 -1.33940
N 0.20905 -0.42029 -0.20869
C 1.78791 -3.99059 -2.11172
C 0.27888 -0.06591 4.13703
C -3.19350 3.15922 0.03815
C -3.89870 0.78316 0.31728
C -2.78847 1.81722 0.63247
C 2.76968 0.49420 -2.27595
C -1.42200 1.36314 0.05622
C 2.61656 -0.38517 -1.02499
C -0.98157 -0.04395 0.54942
H 5.03721 0.96551 -2.86174
H 0.76585 0.72782 2.23806
H 3.43982 -2.27593 -1.16193
H 0.14643 -1.22568 -0.79479
H 1.32627 -4.47924 -1.28016
H 2.87129 -4.15967 -2.05212
H 1.40359 -4.34094 -3.07132
H -0.30719 0.63070 4.76940
H -0.04603 -1.08168 4.36195
H 1.32852 0.06541 4.43690
H -2.42336 3.89458 0.32345
H -3.19496 3.10342 -1.08156
H -4.14860 3.53110 0.43062
H -3.71362 -0.22121 0.70304
H -3.93843 0.68273 -0.75638
H -4.78898 1.12198 0.78812
H -2.68331 1.92991 1.70080
H 1.91838 0.33492 -2.95665
H 2.79383 1.56449 -2.05386
H -1.45405 1.42732 -0.99856
H -0.71647 2.09042 0.40077
H 3.51298 -0.25762 -0.43392
H -1.72963 -0.72161 0.18187
*
```

---

A structure of composition C12H24AsF7O12Tl in a non-equilibrium geometry. Source: OMol25; level of theory: ωB97M-V/def2-TZVPD.

- max |F| (eV Å⁻¹) = 17.14
- gap between HOMO and LUMO (eV) = 9.763
- energy (eV) = -121932.8132
- relative energy (zero: lowest compared OMol25 entry of this formula, charge and spin) (kJ/mol) = 1341.5

```
! wB97M-V def2-TZVPD RIJCOSX def2/J DEFGRID3
* xyz 1 1
Tl -0.62851 -0.17032 0.24821
As 1.13793 2.41840 0.48585
F 2.62126 2.62833 -0.51540
F 2.10473 2.85618 1.99540
F -0.33387 2.29371 1.56105
F 0.12277 1.87666 -0.83552
F 1.39637 0.63924 0.79060
F 0.73768 4.15791 0.15345
F -2.53062 -1.11371 -0.56195
C 1.26814 -4.51557 -2.38121
O 1.02157 -3.36167 -1.52698
C -0.18668 -2.98077 -0.90807
O -0.34951 -1.97128 -0.22732
O -1.11063 -3.91176 -1.12955
C -2.40981 -3.85993 -0.38531
H 0.45570 -4.53001 -3.10773
H 1.23066 -5.44218 -1.80843
H 2.21008 -4.51349 -2.92972
H -2.65976 -2.90146 0.06963
H -2.37799 -4.66659 0.34707
H -3.18965 -3.97552 -1.13804
C 1.88401 -1.02533 3.58200
O 0.97483 -0.05648 3.98516
C 0.04202 0.47446 3.11654
O -0.03372 0.18976 1.93110
O -0.56496 1.48743 3.69535
C -0.31347 1.99329 4.99622
H 1.26012 -1.73990 3.04512
H 2.38659 -1.36872 4.48622
H 2.60420 -0.58559 2.89204
H 0.76017 2.02797 5.18115
H -0.81014 1.53757 5.85281
H -0.60309 3.02786 4.81220
C 2.36185 -2.32545 -2.48676
O 2.19863 -0.87077 -2.59730
C 1.47859 -0.08877 -1.72245
O 0.72743 -0.49899 -0.83331
O 1.69365 1.20733 -1.94388
C 2.42143 1.78378 -3.02899
H 1.39893 -2.76022 -2.75482
H 2.52305 -2.72662 -1.48618
H 3.04182 -2.60903 -3.29010
H 2.22385 1.20142 -3.92895
H 3.49332 1.76062 -2.83248
H 2.08343 2.81700 -3.10847
C -4.30574 0.71298 -0.66773
O -3.82525 2.04893 -0.88541
C -2.57932 2.29157 -0.58383
O -1.66630 1.43892 -0.33922
O -2.37199 3.54667 -0.58422
C -1.12700 4.12972 -0.18348
H -5.31814 0.80114 -1.06189
H -4.31954 0.25562 0.32159
H -3.80776 0.01671 -1.34250
H -0.93381 3.92198 0.86895
H -1.08995 5.20638 -0.34939
H -0.41759 3.82059 -0.95113
*
```

---

A cluster of 2 separate species, C12H24B3FNO6 in total in a non-equilibrium geometry. Source: OMol25; level of theory: ωB97M-V/def2-TZVPD.

- max |F| (eV Å⁻¹) = 1.06
- gap between HOMO and LUMO (eV) = 6.661
- energy (eV) = -31363.9825

```
! wB97M-V def2-TZVPD RIJCOSX def2/J DEFGRID3
* xyz -1 1
C -0.99338 -1.96590 2.79252
C -0.54884 -1.47996 1.43279
C 0.63953 -0.74465 1.36457
C 1.12669 -0.27539 0.15016
C 0.42407 -0.55985 -1.00906
C -0.76257 -1.28064 -0.93891
C -1.28826 -1.74826 0.27211
C -2.59796 -2.48632 0.26339
B -3.86866 -1.68618 0.95245
F -3.94281 -1.96604 2.38583
O -5.17592 -2.13472 0.33274
B -5.85246 -3.13045 0.94596
O -6.75727 -2.93373 1.96395
O -5.73634 -4.47446 0.50207
B -3.78267 0.03328 0.73910
N -3.94529 0.96605 1.85527
O -3.60324 0.62362 -0.52094
H -1.47460 -1.15179 3.32414
H -1.68658 -2.78764 2.68163
H -0.14034 -2.33530 3.35670
H 1.17195 -0.53619 2.28105
H 2.04260 0.29952 0.15516
H 0.79736 -0.21492 -1.96227
H -1.29744 -1.47391 -1.85576
H -2.45741 -3.48655 0.68799
H -2.84406 -2.65013 -0.78484
H -6.83795 -1.99879 2.15845
H -6.16734 -4.51699 -0.35312
H -4.43712 0.54001 2.63082
H -4.48014 1.79300 1.59504
H -3.89256 1.54051 -0.48866
C 4.81838 3.40233 0.11046
O 4.11986 2.32381 -0.48063
C 3.46749 2.67710 -1.69229
C 4.26220 2.24261 -2.90337
O 5.51051 2.91747 -3.00179
C 6.59823 2.15764 -2.50994
H 5.50667 2.98654 0.84566
H 5.39190 3.96975 -0.62640
H 4.12229 4.07496 0.62385
H 3.27355 3.75355 -1.72296
H 2.50292 2.16061 -1.70434
H 3.69218 2.49099 -3.80356
H 4.41418 1.15947 -2.88826
H 6.89675 1.39700 -3.24044
H 6.35806 1.66984 -1.56307
H 7.43389 2.83905 -2.35327
*
```

---

A cluster of 6 separate species, C12H24Br12 in total in a non-equilibrium geometry. Source: OMol25; level of theory: ωB97M-V/def2-TZVPD.

- max |F| (eV Å⁻¹) = 1.29
- SMILES string = BrCCBr.BrCCBr.BrCCBr.BrCCBr.BrCCBr.BrCCBr
- gap between HOMO and LUMO (eV) = 10.384
- energy (eV) = -853343.9457
- relative energy (zero: lowest compared OMol25 entry of this formula, charge and spin) (kJ/mol) = 39.7

```
! wB97M-V def2-TZVPD RIJCOSX def2/J DEFGRID3
* xyz 0 1
Br 0.49324 -13.16705 -3.69578
C 0.93024 -14.74405 -4.74804
C 0.01647 -14.77341 -5.96300
Br 0.47132 -16.40615 -6.97213
H 0.77157 -15.60052 -4.10065
H 1.98687 -14.70390 -4.99860
H 0.09447 -13.92048 -6.62195
H -0.98513 -14.89656 -5.55664
Br -2.85415 -16.28004 -3.39495
C -3.49705 -17.58829 -4.62760
C -3.27021 -17.16138 -6.06643
Br -2.93589 -18.73275 -7.24058
H -4.56142 -17.67654 -4.44080
H -2.93929 -18.48779 -4.39145
H -2.42515 -16.48485 -6.16766
H -4.14201 -16.63713 -6.45096
Br 8.49638 -13.05983 -4.19039
C 6.82253 -13.12993 -3.13331
C 5.66252 -12.89668 -4.02999
Br 4.01370 -13.53717 -3.18668
H 6.94112 -12.47333 -2.27671
H 6.72589 -14.13023 -2.70763
H 5.78361 -13.40323 -4.98627
H 5.51469 -11.85938 -4.33419
Br 0.22463 -11.23909 -7.04017
C 2.13251 -11.24015 -6.60571
C 2.95130 -11.94885 -7.66765
Br 4.84820 -11.40550 -7.46612
H 2.28466 -11.64111 -5.60709
H 2.47360 -10.20694 -6.59000
H 2.74114 -11.63545 -8.68110
H 2.98398 -13.02561 -7.54549
Br -2.94559 -13.56375 -7.71629
C -2.29884 -14.92820 -8.98805
C -2.43330 -14.41752 -10.41259
Br -1.70586 -15.75680 -11.68429
H -2.90766 -15.81797 -8.85985
H -1.24424 -15.11274 -8.81398
H -1.85882 -13.49341 -10.46961
H -3.40889 -14.25422 -10.85154
Br -0.56176 -20.02256 -2.79799
C -0.08682 -18.16292 -2.31962
C 0.91003 -18.28046 -1.19084
Br 1.30974 -16.48509 -0.45473
H -1.00876 -17.67776 -2.00417
H 0.22465 -17.67288 -3.23586
H 1.83071 -18.71569 -1.57393
H 0.56557 -18.91809 -0.38575
*
```

---

A structure of composition C12H24ClNiO9 in a non-equilibrium geometry. Source: OMol25; level of theory: ωB97M-V/def2-TZVPD.

- max |F| (eV Å⁻¹) = 5.20
- gap between HOMO and LUMO (spin up / spin down) (eV) = 8.578 / 4.022
- energy (eV) = -84805.6035
- <S²> = 3.76

```
! wB97M-V def2-TZVPD RIJCOSX def2/J DEFGRID3
* xyz 2 4
Ni 2.03688 -1.72813 1.65651
Cl 1.02978 0.47503 1.77178
C 3.59596 1.57578 -1.11696
C 2.21325 1.00761 -1.79561
O 2.57088 -0.25817 -2.38126
C 2.39211 -1.41264 -1.79621
O 2.00421 -1.56573 -0.60402
O 2.61523 -2.38080 -2.71794
C 2.58770 -3.75856 -2.33494
H 4.28795 0.85691 -0.67824
H 3.41919 2.30096 -0.32262
H 4.23384 2.10241 -1.82680
H 1.95653 1.74284 -2.55825
H 1.34340 0.87504 -1.15227
H 3.37747 -3.84733 -1.58897
H 2.98102 -4.32225 -3.18091
H 1.63599 -4.17655 -2.00688
C 0.80377 4.29449 1.96163
C -0.68752 3.98276 1.59757
O -0.69134 3.35453 0.29340
C -1.86231 3.08247 -0.30367
O -2.90927 3.66306 0.01433
O -1.64249 2.32159 -1.36801
C -2.68833 1.95765 -2.19849
H 1.13357 5.06937 1.26961
H 1.37462 3.40687 1.68895
H 0.93609 4.70926 2.96091
H -1.14298 4.97296 1.58534
H -1.19414 3.36059 2.33536
H -3.09741 2.86629 -2.64023
H -3.36320 1.34755 -1.59814
H -2.25244 1.35026 -2.99170
C -3.57521 -0.38234 1.06229
C -2.09350 -0.83535 0.99084
O -2.15300 -2.23461 1.13081
C -1.09422 -2.98448 1.32470
O 0.13711 -2.69204 1.40009
O -1.54146 -4.21057 1.58771
C -0.60052 -5.30441 1.83247
H -4.29525 -1.16561 0.82535
H -3.65725 0.46137 0.37708
H -3.81933 -0.02524 2.06278
H -1.47986 -0.53503 1.84016
H -1.71656 -0.57958 0.00058
H -1.13516 -6.17988 2.20103
H 0.18628 -5.00005 2.52269
H -0.16020 -5.55820 0.86820
*
```